{"formula": "C5H8O2", "method": "ωB97M-V/def2-TZVPD", "total_charge": 0, "lumo_ev": -0.7, "e_above_lowest_ev": 3.890, "symbols": ["C", "C", "C", "C", "O", "C", "O", "H", "H", "H", "H", "H", "H", "H", "H"], "positions_angstrom": [[-2.22091, -0.10362, -0.91106], [-1.10823, -0.43444, 0.07681], [0.16572, 0.28425, -0.11707], [1.26791, 0.01376, 0.77673], [1.26155, -0.77671, 1.74913], [2.69486, 0.20205, 0.03320], [2.94951, 0.89593, -0.91406], [-2.50132, 0.95474, -0.84569], [-3.11394, -0.70299, -0.70039], [-1.91170, -0.30634, -1.94439], [-0.85125, -1.51267, 0.05693], [-1.41978, -0.28499, 1.12088], [0.34128, 0.84430, -1.03580], [1.12672, 1.30928, 0.85800], [3.40257, -0.44637, 0.58791]]}